No. 1
A single C5H3N3 molecule in a non-equilibrium geometry. Source: the Open Molecules 2025 dataset; level of theory: wB97M-V/def2-TZVPD.

CARTESIAN COORDINATES (ANGSTROEM)
N -1.26959 -1.64236 0.04108
N -2.43557 -0.57592 0.07262
N 1.33748 -1.49354 -0.00396
C -0.13247 -1.14060 -0.26069
C -1.74704 0.59114 -0.04910
C -0.30618 0.33596 -0.25754
C 1.82673 -0.27255 -0.05218
C 0.87206 1.00687 -0.01763
H 1.22343 1.95434 0.48392
H 2.96893 -0.38936 0.21930
H -2.33776 1.62602 -0.17583

Properties
HOMO-LUMO gap   8.310 eV
ΔE to the lowest compared entry with this formula, charge and spin   97.8 kcal per mole
2S+1   1
M   105.100 g/mol
SMILES   C1=NN=C2N=CC=C12

---

No. 2
A single C24H25ClN6O molecule in a non-equilibrium geometry. Source: the Open Molecules 2025 dataset; level of theory: wB97M-V/def2-TZVPD.

CARTESIAN COORDINATES (ANGSTROEM)
Cl -6.01399 -1.94181 1.51691
O 0.77437 2.26445 1.90134
N 1.92253 0.92518 0.50989
N -1.80276 0.61367 -1.99098
N -2.47172 -0.27701 1.25407
N -3.81376 0.05002 -1.31165
N -2.28756 2.96077 0.09072
N -0.36287 -0.95300 0.96008
C 4.83224 -2.85503 -0.43609
C 2.10877 -0.24314 -0.31400
C 3.64530 -2.17884 -0.64067
C 4.39968 -0.38119 0.76359
C 3.41693 -0.94413 -0.04460
C -0.87306 -1.52341 -2.91071
C -3.21284 -1.03597 -1.86955
C 5.59027 -1.06944 0.96487
C -1.00637 3.36545 -0.43266
C -3.48467 -2.83612 1.14574
C -1.69550 0.84595 1.27000
C -0.39076 0.39743 1.09573
C 3.11105 1.73869 0.64761
C -2.95146 1.03061 -1.38936
C 5.80954 -2.29819 0.37273
C -1.95538 -0.71687 -2.29443
C -3.80926 -0.44872 1.37968
C -2.14023 -2.65678 1.00148
C -3.21016 2.41737 -0.88909
C -2.22033 2.24394 1.35480
C 0.81261 1.25723 1.20425
C 4.16782 0.95187 1.41685
C -1.61250 -1.35923 1.06103
C -4.31756 -1.71276 1.34115
H 2.87872 -2.61080 -1.26855
H 5.09953 1.51817 1.46699
H -3.92578 -3.81857 1.10904
H -0.48284 3.93226 0.33581
H -1.55777 2.81580 2.00924
H -3.22541 2.23900 1.78501
H 3.81523 0.79536 2.44080
H -1.27028 -2.48180 -3.23220
H 1.28602 -0.93733 -0.13020
H -4.21084 2.40672 -0.44770
H 6.35075 -0.62948 1.59432
H 3.48239 1.99124 -0.35225
H -1.46278 -3.47917 0.84496
H -0.44681 -1.01089 -3.77297
H -3.22494 3.11281 -1.73610
H 6.73984 -2.82056 0.53886
H -0.34870 2.53175 -0.72412
H 4.99535 -3.81452 -0.90375
H -0.98298 1.16597 -2.18143
H 2.09174 0.05935 -1.37508
H -0.07630 -1.70358 -2.18731
H 2.83592 2.65195 1.17740
H -3.72318 -1.97592 -1.92580
H -1.16607 4.00819 -1.29875
H -4.42921 0.42305 1.50506

Properties
HOMO-LUMO gap   8.515 eV
ΔE to the lowest compared entry with this formula, charge and spin   0.0 kcal per mole
2S+1   1
M   448.958 g/mol
SMILES   Cc1cnc(CN(C)Cc2c(C(=O)N3CCc4ccccc4C3)nc3ccc(Cl)cn23)[nH]1

---

No. 3
A molecular structure, C24H14CeCl2N6O2 in a non-equilibrium geometry. Source: the Open Molecules 2025 dataset; level of theory: wB97M-V/def2-TZVPD.

CARTESIAN COORDINATES (ANGSTROEM)
Ce 4.30987 0.41353 17.04385
Cl 0.66049 1.58305 11.21436
Cl 3.64836 1.19482 9.87286
O 7.01024 0.81969 13.52151
O 0.53319 -1.20990 15.41765
N 4.05686 2.68711 17.61747
N 5.02355 0.63262 14.84113
N 6.78737 -0.15713 16.96885
N 2.52199 0.04275 15.53100
N 2.75862 -1.04343 18.13685
N 3.46820 7.72126 19.29063
C 4.03926 4.32461 19.40956
C 0.48616 -1.78893 18.05929
C 1.55508 -1.17087 17.46396
C 3.48695 6.59039 18.99329
C 0.65866 -2.23276 19.38758
C 4.10092 0.58701 13.82549
C 7.54911 -0.46775 17.96795
C 4.26658 3.06958 18.94893
C 9.31332 0.81178 16.95551
C 1.91042 -2.28139 19.97850
C 3.27555 4.90741 17.17080
C 8.45028 1.17610 15.93196
C 7.19604 0.59801 15.90831
C 4.31262 0.83032 12.44466
C 3.47485 3.59693 16.79246
C 2.96150 -1.63181 19.30696
C 8.84249 -0.07440 17.96461
C 6.41258 0.68900 14.61205
C 1.91955 0.71015 12.02576
C 1.63273 0.29764 13.33379
C 3.27745 0.86834 11.53271
C 2.72643 0.22557 14.18687
C 1.50041 -0.73251 16.01472
C 3.55391 5.27084 18.47524
H 4.25928 4.60336 20.42514
H 4.63988 2.24640 19.62128
H -0.16174 -2.74632 19.82734
H 3.95253 -1.52089 19.75663
H 3.18775 3.19074 15.83010
H 10.32123 1.23833 16.95157
H -0.47574 -1.91484 17.45947
H 5.34099 1.04868 12.13222
H 0.64780 0.09117 13.64471
H 2.89471 5.62653 16.43422
H 2.07311 -2.60291 20.97817
H 7.08952 -1.16052 18.71759
H 9.53797 -0.32031 18.74346
H 8.75528 1.97088 15.19220

Properties
HOMO-LUMO gap (alpha / beta)   4.993 / 4.994 eV
⟨S²⟩   0.75
Net charge   +1
2S+1   2
M   629.438 g/mol

---

No. 4
A single C4H5NO3 molecule in a non-equilibrium geometry. Source: the Open Molecules 2025 dataset; level of theory: wB97M-V/def2-TZVPD.

CARTESIAN COORDINATES (ANGSTROEM)
O -2.47616 -0.16766 0.31491
O -0.46727 1.01696 0.59916
O 1.70800 0.14844 1.05420
N 1.43802 2.02668 -0.18514
C -0.12533 -2.37506 -0.55624
C -1.12174 -0.14475 0.31132
C -0.43580 -1.16003 -0.19245
C 0.99078 0.90387 0.44192
H 2.43150 2.20421 -0.15477
H -2.76320 0.74090 0.50407
H -0.87514 -3.07751 -0.90666
H 0.78779 2.58730 -0.71338
H 0.90857 -2.70334 -0.51692

Properties
HOMO-LUMO gap (alpha / beta)   8.280 / 7.175 eV
ΔE to the lowest compared entry with this formula, charge and spin   102.2 kcal per mole
2S+1   1
M   115.088 g/mol
SMILES   C=C=C(O)OC(N)=O

---

No. 5
A gas-phase ion, C6H11N2OS (charge +1) in a non-equilibrium geometry. Source: the Open Molecules 2025 dataset; level of theory: wB97M-V/def2-TZVPD.

CARTESIAN COORDINATES (ANGSTROEM)
S -2.64967 0.35166 -0.55373
O -2.80344 -1.05825 -0.45165
N 0.46274 -0.15896 -0.29688
N 0.74319 0.09231 1.87386
C -0.06603 0.20937 0.81565
C -1.28032 0.68557 -1.70817
C -1.66338 0.83273 0.95511
C 1.78014 -0.74689 -0.11999
C 1.95913 -0.62444 1.44686
C -0.11921 -0.24192 -1.58119
H -0.54568 -1.29718 -1.81195
H -1.07039 1.79261 -1.43672
H -1.59679 0.48968 -2.78662
H 2.76220 0.08153 1.69201
H 0.52284 0.75642 2.60580
H 2.15649 -1.53626 1.94821
H -1.46765 1.93619 1.01755
H 2.61328 -0.23312 -0.59652
H 0.76021 -0.11045 -2.25260
H 1.56779 -1.70928 -0.61660
H -2.06545 0.48869 1.85758

Properties
HOMO-LUMO gap   10.168 eV
ΔE to the lowest compared entry with this formula, charge and spin   38.7 kcal per mole
Net charge   +1
2S+1   1
M   159.234 g/mol

---

No. 6
A single C4H9O2P molecule in a non-equilibrium geometry. Source: the Open Molecules 2025 dataset; level of theory: wB97M-V/def2-TZVPD.

CARTESIAN COORDINATES (ANGSTROEM)
P -1.98530 0.27393 0.40040
O -1.50361 -1.17650 -0.08574
O -3.33495 0.59352 -0.03169
C 1.80782 0.11718 0.25405
C -0.47534 1.09604 -0.28226
C 0.55907 -0.04600 -0.54057
C -0.11087 -1.33369 -0.17226
H -0.04290 1.63575 0.52767
H 2.27549 -0.88123 0.39273
H 2.56853 0.59217 -0.33174
H 0.14515 -2.15827 -1.01566
H 0.85910 0.10324 -1.60388
H -0.90206 1.84593 -1.26615
H -1.60754 0.27309 1.79437
H 1.67868 0.72812 1.15968
H 0.06872 -1.66326 0.80104

Properties
HOMO-LUMO gap   11.194 eV
ΔE to the lowest compared entry with this formula, charge and spin   38.1 kcal per mole
2S+1   1
M   120.088 g/mol
SMILES   C[C@H]1CO[P@H](=O)C1

---

What did the fourth record say?
A single C4H5NO3 molecule in a non-equilibrium geometry. Source: the Open Molecules 2025 dataset; level of theory: wB97M-V/def2-TZVPD.

CARTESIAN COORDINATES (ANGSTROEM)
O -2.47616 -0.16766 0.31491
O -0.46727 1.01696 0.59916
O 1.70800 0.14844 1.05420
N 1.43802 2.02668 -0.18514
C -0.12533 -2.37506 -0.55624
C -1.12174 -0.14475 0.31132
C -0.43580 -1.16003 -0.19245
C 0.99078 0.90387 0.44192
H 2.43150 2.20421 -0.15477
H -2.76320 0.74090 0.50407
H -0.87514 -3.07751 -0.90666
H 0.78779 2.58730 -0.71338
H 0.90857 -2.70334 -0.51692

Properties
HOMO-LUMO gap (alpha / beta)   8.280 / 7.175 eV
ΔE to the lowest compared entry with this formula, charge and spin   102.2 kcal per mole
2S+1   1
M   115.088 g/mol
SMILES   C=C=C(O)OC(N)=O